The following is a quantum chemistry calculation of a cluster of 2 separate species, C3H7N4 in total, from the Open Molecules 2025 dataset.

HOMO level	-0.458	Eh
total charge	+1
maximum force	3.1	eV/Å
Kohn-Sham gap	5.396	eV
electronic energy	-337.13363	hartree
energy relative to the best compared isomer or geometry (same formula, charge and spin)	448.0	kJ/mol

Last column: Mulliken charge in e.
Geometry (Å):
H -0.17 -1.10 1.31  0.321
C 2.03 0.13 -2.05  -0.354
H 2.87 0.78 -0.15  0.404
N 0.12 -0.56 -1.24  -0.129
C 2.18 0.27 -0.72  -0.064
H -3.35 0.27 2.22  0.200
H 2.84 0.15 -2.78  0.391
H 1.18 0.11 1.93  0.286
N 0.70 -0.35 -2.28  -0.182
N 1.04 -0.19 -0.16  0.406
H -2.82 1.06 0.77  0.209
H -4.02 -0.41 0.84  0.208
N -3.31 0.23 1.24  -0.593
C 0.71 -0.40 1.07  -0.104

The following is a quantum chemistry calculation of a cluster of 2 separate species, C5H10N2 in total, from the Open Molecules 2025 dataset.

HOMO level	-0.305	Eh
maximum force	3.7	eV/Å
Kohn-Sham gap	9.316	eV
electronic energy	-305.82859	hartree
energy relative to the best compared isomer or geometry (same formula, charge and spin)	512.7	kJ/mol

Last column: Mulliken charge in e.
Geometry (Å):
H -1.74 1.51 0.07  0.374
H -0.34 2.66 -0.10  0.423
N -0.12 -0.93 -1.86  0.062
H 0.52 -1.79 -1.81  0.313
C -1.19 -0.70 -1.23  -0.370
H -1.23 -0.49 2.02  0.373
C 0.75 -1.03 2.00  -0.726
H -1.62 -1.71 -1.07  0.135
C -0.77 1.84 0.36  -0.987
N 0.89 0.01 -2.08  -0.610
H 0.48 -1.98 2.53  0.242
C -0.24 -0.17 1.84  -0.111
C 0.01 1.13 1.15  -0.154
H 1.02 1.39 1.11  0.290
H 1.79 -0.75 1.81  0.266
H 0.82 0.88 -1.66  0.253
H 0.98 0.14 -3.09  0.228

The following is a quantum chemistry calculation of a structure of composition C3H6ErO3, from the Open Molecules 2025 dataset.

HOMO level (spin up / spin down)	-0.449 / -0.453	Eh
total charge	+1
maximum force	6.8	eV/Å
Kohn-Sham gap (spin up / spin down)	6.931 / 7.110	eV
spin multiplicity	4
electronic energy	-1358.33341	hartree
energy relative to the best compared isomer or geometry (same formula, charge and spin)	0.0	kJ/mol

Last column: Mulliken charge in e.
Geometry (Å):
C 0.22 -0.30 0.86  -0.451
O -2.02 0.39 0.85  -0.438
H 1.93 -0.36 -1.28  0.320
O 0.01 2.77 0.20  -0.815
C 0.89 -0.65 -1.47  -0.599
H 0.80 -1.74 -1.37  0.311
Er -1.52 1.76 -0.83  1.270
O 0.01 -0.08 -0.52  -0.135
H 0.68 -1.29 1.03  0.413
H -1.32 -0.84 2.34  0.397
C -1.12 -0.25 1.44  0.184
H 0.88 0.88 1.20  0.358
H 0.55 -0.27 -2.44  0.184

The following is a quantum chemistry calculation of an isolated molecule of C9H6O3, from the Open Molecules 2025 dataset.

HOMO level	-0.338	Eh
maximum force	18.5	eV/Å
Kohn-Sham gap	8.919	eV
SMILES	O=c1ccc2cc(O)ccc2o1
electronic energy	-572.06813	hartree
energy relative to the best compared isomer or geometry (same formula, charge and spin)	562.6	kJ/mol

Last column: Mulliken charge in e.
Geometry (Å):
C 1.75 1.21 1.37  -1.195
O 3.29 -0.43 1.85  -0.507
C -2.13 0.18 -1.34  0.637
H -2.37 -1.72 -1.95  0.501
H 1.77 -1.86 0.80  0.739
C 0.14 -0.70 -0.01  0.922
C -0.68 -1.68 -0.91  -0.854
H -0.22 -2.44 -1.07  0.805
C 1.37 -1.13 0.60  -1.408
H 3.08 -1.22 2.24  0.282
C 2.09 -0.07 1.28  0.839
C 0.48 1.49 0.70  0.048
O -1.39 1.08 -0.63  -0.345
C -0.25 0.58 0.01  0.139
O -3.21 0.72 -1.81  -0.638
H 0.20 2.74 0.49  0.174
C -1.79 -1.28 -1.31  -0.801
H 2.04 1.87 1.95  0.664

The following is a quantum chemistry calculation of a cluster of 6 separate species, C36H69IN10O6 in total, from the Open Molecules 2025 dataset.

HOMO level	-0.306	Eh
maximum force	1.9	eV/Å
Kohn-Sham gap	8.829	eV
SMILES	[H]/N=C(/N)NCCCC[C@@]1(I)NC(=O)C[C@@]1(Cc1cccc(C)c1)NCCCC.CNC(C)=O.CNC(C)=O.CNC(C)=O.CNC(C)=O.CNC(C)=O
electronic energy	-2709.86808	hartree
energy relative to the best compared isomer or geometry (same formula, charge and spin)	61.8	kJ/mol

Last column: Mulliken charge in e.
Geometry (Å):
N -4.76 -3.57 -0.48  -0.687
N 3.25 -4.23 1.11  -0.360
H 1.72 -5.41 -1.08  0.615
O -9.55 5.49 -4.73  -0.607
O 0.88 -0.30 0.18  -0.688
H 7.38 -7.84 1.08  0.335
H 4.19 3.00 -0.92  0.319
C -2.09 -4.19 1.00  -1.038
H 9.30 -1.70 4.35  0.393
C 6.32 -1.01 0.45  -0.764
H 2.93 1.83 -1.11  0.119
C 1.53 -1.31 -0.05  -0.381
H 4.83 -5.63 2.48  0.303
H -6.95 5.20 -2.65  0.201
H -0.90 5.22 -1.49  0.262
C 7.88 -3.25 3.93  0.846
H -9.59 9.34 -6.44  0.293
C -0.25 3.47 -0.79  0.727
H -5.84 3.59 -4.93  0.370
H 8.11 -5.19 4.33  0.224
C -6.67 4.08 -4.43  -0.774
C 2.28 -3.33 -1.09  -0.610
H -2.87 -3.77 -2.38  0.337
H -2.45 3.91 0.72  0.013
H 6.92 -1.78 0.92  0.464
H -3.43 3.28 5.74  0.304
H 5.11 -3.27 -1.12  0.462
N -3.39 -4.58 -2.06  -0.639
H 9.42 -3.19 6.14  0.362
C 4.82 -6.12 1.50  -0.975
H 4.00 -5.53 -0.45  0.310
H -2.97 4.20 -2.84  0.000
N 1.49 -2.07 -1.23  0.005
N -9.17 7.61 -5.36  -0.139
C 9.20 -4.21 5.87  -0.915
H 7.83 -1.66 5.37  0.394
C 4.76 -2.81 -0.20  -0.336
H -2.70 -5.33 -2.03  0.356
C 1.21 -4.45 -0.99  -1.621
C 4.46 -0.33 -0.79  0.779
H 3.09 -1.23 1.32  0.502
H 6.29 2.34 -0.03  0.410
H 0.26 1.61 0.09  -0.241
H 8.69 -4.70 6.69  0.294
H -5.13 3.02 5.32  0.359
H -4.45 3.98 1.82  0.094
C -3.79 -4.34 -0.73  0.458
H -6.18 5.56 2.61  0.289
H -2.18 5.66 0.58  0.236
H 7.76 -1.15 3.68  0.165
H 2.86 -6.23 0.73  0.353
H -10.71 7.84 -3.07  0.361
H -3.77 4.52 -4.38  0.378
H -2.67 -3.33 1.39  0.398
H 1.93 -2.39 1.74  0.486
H -0.48 2.76 1.22  0.337
H -11.50 6.27 -3.36  0.297
C 6.00 1.29 -0.08  -0.653
C 0.32 -4.42 0.27  -1.082
H 6.30 -5.25 0.08  0.079
O 0.70 3.45 -1.57  -0.715
C -4.25 3.65 5.14  -1.393
H -3.18 4.81 -0.63  -0.195
C 3.70 -5.54 0.60  -0.628
H -4.91 -3.51 0.53  0.255
H -10.26 9.33 -4.80  0.331
H 5.34 -3.28 0.60  -0.150
C 4.84 0.99 -0.74  0.092
C -3.86 3.60 3.68  0.913
H 4.64 -7.18 1.69  0.511
C -2.30 4.72 0.02  0.002
C 3.97 2.04 -1.39  -1.223
C -3.90 4.08 -3.39  -1.072
H 7.67 0.54 0.99  0.395
H 3.55 -0.54 -1.34  0.603
C -0.51 2.37 0.20  -0.468
H -8.52 9.57 -5.05  0.291
H 0.00 -5.45 0.44  0.717
N -6.25 4.72 -3.19  -0.147
H 7.49 -7.04 -0.47  0.390
H -7.43 3.33 -4.20  0.275
H -8.41 7.24 -5.89  0.217
H 10.14 -4.74 5.68  0.289
H -1.29 -3.49 -0.92  0.139
H -3.72 -5.35 0.96  0.272
C 8.22 -1.85 4.37  -1.385
C 2.49 -2.03 0.88  -1.643
O -4.83 5.36 -1.59  -0.765
C -0.98 -3.59 0.12  0.051
H 4.08 2.08 -2.47  0.329
H 6.90 -5.63 1.69  -0.097
C 3.26 -3.14 0.11  2.077
C 5.16 -1.35 -0.20  -0.446
I 3.10 -3.60 -3.09  0.116
C 6.79 -7.31 0.33  -1.434
N -1.12 4.52 -0.81  -0.100
H 1.76 -1.56 -2.06  0.531
C -5.02 4.77 -2.65  0.891
H -6.83 3.92 2.49  0.289
H -7.10 4.83 -5.08  0.159
N 8.37 -4.28 4.68  -0.180
H -1.48 1.91 0.01  0.355
C 6.24 -5.98 0.89  0.380
H -6.35 4.56 4.07  0.364
H 0.56 -4.33 -1.86  0.936
H 6.01 -7.92 -0.13  0.348
H -1.66 -4.67 1.88  0.545
N -3.03 -5.06 0.27  -0.463
H -11.79 7.61 -4.48  0.378
C -9.87 6.67 -4.67  0.803
H 3.78 -3.93 1.92  0.448
C -9.41 9.04 -5.41  -0.870
H 0.84 -4.11 1.17  0.362
N -4.77 4.03 2.77  -0.037
C 6.74 0.29 0.50  -0.823
O -2.77 3.20 3.32  -0.596
O 7.19 -3.48 2.95  -0.493
H -4.47 4.68 5.44  0.352
H -4.10 3.01 -3.49  0.349
H -0.83 -2.58 0.50  0.036
C -11.04 7.13 -3.84  -1.337
C -6.11 4.55 3.01  -0.908

The following is a quantum chemistry calculation of an isolated molecule of C4H5NO, from the Open Molecules 2025 dataset.

HOMO level	-0.293	Eh
maximum force	0.8	eV/Å
Kohn-Sham gap	8.954	eV
SMILES	Oc1cc[nH]c1
electronic energy	-285.38589	hartree
energy relative to the best compared isomer or geometry (same formula, charge and spin)	75.3	kJ/mol

Last column: Mulliken charge in e.
Geometry (Å):
C 0.18 -1.03 -0.15  -0.778
H 0.51 -2.02 -0.41  0.365
O 2.18 0.32 -0.37  -0.524
C 0.01 1.13 0.51  -0.561
H 0.26 2.11 0.89  0.373
H -1.86 -1.19 -0.51  0.254
N -1.16 -0.71 0.03  -0.078
C 0.90 0.12 0.05  0.802
H -2.20 1.11 0.46  0.373
H 2.43 -0.45 -0.89  0.300
C -1.25 0.61 0.38  -0.525

The following is a quantum chemistry calculation of a structure of composition C6H6O, from the Open Molecules 2025 dataset.

HOMO level	-0.324	Eh
maximum force	3.9	eV/Å
Kohn-Sham gap	9.485	eV
electronic energy	-307.23803	hartree
energy relative to the best compared isomer or geometry (same formula, charge and spin)	591.8	kJ/mol

Last column: Mulliken charge in e.
Geometry (Å):
H -1.24 -1.41 0.83  0.261
C -0.47 2.23 -1.05  -0.292
H -2.04 -0.44 -1.12  0.326
C -0.64 -1.26 -0.09  -0.450
H 0.50 0.45 -1.16  0.190
H 2.88 -0.29 2.68  0.432
C 0.27 -0.02 0.00  0.416
C 2.13 -0.21 1.91  0.321
H -0.01 -2.15 -0.20  0.330
C 1.30 -0.10 1.04  -0.660
O -1.45 -1.20 -1.23  -0.518
H -0.96 3.13 -1.29  0.352
C -0.28 1.27 -0.31  -0.707

The following is a quantum chemistry calculation of a cluster of 10 separate species, C40H110N10O10 in total, from the Open Molecules 2025 dataset.

HOMO level	-0.306	Eh
maximum force	3.3	eV/Å
Kohn-Sham gap	8.773	eV
SMILES	COC[C@H](C)N.COC[C@H](C)N.COC[C@H](C)N.COC[C@H](C)N.COC[C@H](C)N.COC[C@H](C)N.COC[C@H](C)N.COC[C@H](C)N.COC[C@H](C)N.COC[C@H](C)N
electronic energy	-2889.66632	hartree
energy relative to the best compared isomer or geometry (same formula, charge and spin)	380.3	kJ/mol

Last column: Mulliken charge in e.
Geometry (Å):
H 6.29 14.25 13.08  -0.038
H 9.02 6.79 8.48  0.315
C 10.20 14.38 14.54  -0.207
O 10.28 12.93 12.52  0.085
H 6.24 10.96 11.23  0.037
H 13.24 17.26 12.61  0.235
H 8.82 10.59 14.59  -0.041
H 8.52 18.74 17.18  0.308
N 3.91 15.82 15.35  -0.646
O 5.04 13.32 14.37  -0.322
H 11.31 7.82 10.83  0.578
H 2.46 11.17 17.32  0.414
C 10.39 19.76 18.74  -1.012
H 10.88 9.44 10.23  0.135
C 14.85 14.57 17.98  -0.589
H 15.13 15.54 13.36  0.066
H 8.11 16.91 19.19  0.145
C 5.62 8.08 13.02  -1.078
H 5.12 15.53 17.95  0.526
N 9.19 20.85 20.56  -0.733
N 13.41 16.63 11.85  0.145
C 7.37 7.65 14.78  -0.992
H 11.91 16.05 17.45  -0.166
H 13.21 15.72 12.22  -0.683
H 9.86 15.51 16.48  -0.426
H 15.04 17.82 11.26  0.571
H 15.39 17.27 13.46  0.328
N 2.25 12.75 15.17  -0.784
H 6.22 15.14 16.69  0.088
H 3.75 13.03 16.62  0.082
H 9.35 17.55 9.88  0.367
H 5.72 9.13 13.32  -0.032
H 11.55 18.65 9.90  0.296
H 14.79 10.29 13.14  0.464
O 14.72 10.97 11.20  -0.290
H 6.94 15.61 19.43  0.416
C 13.98 12.26 13.08  0.404
N 9.86 7.24 8.83  -0.763
C 5.01 16.64 15.93  1.559
H 12.03 12.77 12.49  -0.415
H 15.55 9.95 9.70  0.252
H 2.50 13.64 14.76  0.260
H 10.41 16.04 13.49  -0.429
O 13.62 15.29 18.26  -0.509
H 9.54 18.42 15.80  0.125
O 7.65 9.03 15.08  -0.382
H 8.29 9.76 13.16  -0.186
C 8.29 9.05 9.55  -1.084
H 6.72 11.13 9.56  0.435
C 10.52 8.57 10.78  -0.875
H 14.55 15.95 9.52  0.494
H 10.18 8.90 11.76  -0.048
H 4.77 7.74 13.61  0.471
H 16.62 16.33 12.76  0.550
H 17.01 13.93 9.72  0.226
C 6.91 7.31 13.28  2.068
H 2.85 10.24 15.81  0.343
H 10.71 22.49 18.95  0.410
H 8.30 15.51 18.24  0.221
N 12.61 17.40 15.32  -0.443
N 10.99 15.39 13.99  2.305
C 10.21 17.26 10.49  0.426
H 9.56 15.30 11.21  -0.511
C 14.13 10.86 12.49  -0.739
C 7.53 16.14 18.68  -0.639
H 12.22 16.66 14.77  0.532
C 9.31 8.00 10.02  0.373
C 12.90 15.75 17.10  0.380
C 17.23 14.94 9.37  -0.741
H 13.30 13.41 14.87  -0.227
C 8.63 9.60 14.18  -0.070
H 9.90 19.02 11.72  0.627
H 15.57 15.14 17.40  0.277
H 11.72 15.01 13.40  -0.520
H 10.05 15.34 9.52  0.473
N 12.99 13.03 12.31  0.650
C 4.60 12.08 14.80  -1.052
H 5.69 16.97 15.15  -0.462
H 10.29 11.76 10.95  0.015
H 9.09 13.15 10.89  0.304
H 9.57 9.04 14.13  0.555
H 8.79 11.68 11.88  0.146
H 8.79 7.34 10.71  0.158
H 9.08 22.99 19.03  0.434
C 15.54 16.40 12.83  -1.265
C 10.15 17.97 11.89  -0.899
H 8.62 14.35 16.05  0.669
H 11.22 15.28 10.80  -0.021
H 14.97 14.76 10.61  0.005
O 7.67 9.67 10.71  0.433
H 3.58 17.83 16.98  0.375
H 15.35 14.38 18.93  0.312
H 14.96 12.72 13.00  0.248
C 9.31 20.74 19.14  0.776
H 14.54 17.47 18.01  0.417
H 11.37 19.97 19.17  0.536
H 13.17 18.55 17.60  -0.097
C 5.86 13.26 13.23  -0.148
H 7.65 5.48 13.08  0.277
H 7.62 7.62 12.51  -1.185
O 10.49 19.51 17.34  -0.408
C 7.94 17.56 12.69  -0.576
H 14.09 11.93 15.31  0.562
H 7.62 18.60 12.82  0.290
C 15.23 15.79 10.36  -0.476
C 6.55 10.40 10.35  -1.026
O 16.59 15.99 10.06  -0.350
C 15.37 9.79 10.76  -0.771
H 9.59 21.74 20.85  0.317
H 14.49 18.84 16.62  0.414
H 10.30 6.46 9.31  0.342
H 14.53 16.49 15.85  0.364
C 4.38 17.99 16.25  -1.825
C 13.45 12.38 14.55  -0.629
H 5.38 8.13 11.96  0.267
H 16.37 9.58 11.15  0.281
H 7.42 16.96 13.44  -0.273
H 4.30 11.43 13.98  0.414
N 6.73 5.90 13.04  -0.763
C 13.62 16.91 16.28  0.609
H 16.70 14.95 8.42  0.361
C 14.05 18.04 17.22  -1.249
H 6.18 5.52 13.80  0.289
H 1.50 12.89 15.82  0.286
C 9.54 18.49 16.89  -0.283
O 6.71 16.81 17.68  -0.187
H 3.90 18.45 15.39  0.472
H 4.07 10.45 17.00  0.322
C 9.29 15.10 15.64  -0.912
O 9.34 17.24 12.78  -0.388
C 9.38 13.58 13.45  -0.145
H 10.85 13.66 15.04  0.104
H 8.58 15.79 15.18  0.140
H 11.20 17.99 12.16  0.212
C 14.87 16.77 11.48  0.085
H 7.42 8.66 9.02  0.482
C 5.70 15.98 17.14  -0.574
H 13.20 10.30 12.36  0.100
H 9.79 17.53 17.35  -0.008
H 5.10 18.72 16.63  0.304
H 9.93 20.26 20.92  0.266
H 14.61 13.63 17.49  0.206
H 9.74 22.16 17.57  0.367
H 14.65 8.99 10.91  0.292
H 11.82 17.61 15.91  -0.151
H 12.47 11.90 14.52  0.023
C 3.51 12.29 15.86  0.946
H 5.66 9.89 9.97  0.413
C 9.71 22.18 18.66  -1.611
H 13.23 12.86 11.35  0.348
H 10.15 18.84 19.28  0.359
H 8.77 14.35 12.99  -0.216
H 8.76 12.78 13.85  -0.349
H 5.37 13.02 12.29  0.382
H 12.20 17.35 10.24  0.216
C 9.55 12.36 11.49  -0.741
H 18.32 14.96 9.25  0.272
C 3.21 10.95 16.56  -1.517
H 12.66 14.91 16.44  -0.195
H 6.52 7.35 15.39  0.389
H 5.52 11.60 15.12  0.317
H 7.53 17.16 11.76  0.373
H 6.64 12.53 13.47  -0.015
C 10.27 15.73 10.52  -0.311
H 8.83 9.80 8.98  0.336
H 3.58 16.31 14.53  0.362
H 8.38 20.38 18.69  0.104
H 8.23 7.02 15.00  0.355
N 11.37 17.67 9.76  -0.911
H 4.43 15.12 14.85  0.143